Record 1
# C3H7NOS2

An isolated molecule of C3H7NOS2 (ωB97M-V with the def2-TZVPD basis set, the OMol25 dataset).

Properties
LUMO (eV): 0.260
Highest occupied orbital energy (eV): -9.4
HOMO-LUMO gap (Ha): 0.3558
Largest force on an atom (eV/Å): 0.80
ΔE to the lowest compared entry with this formula, charge and spin (kJ/mol): 0.0
SMILES: NC(=O)CCSS
Calculated total energy (eV): -28433.242

```
! RIJCOSX wB97M-V def2-TZVPD def2/J DEFGRID3
* xyz 0 1
N 1.278 -2.016 -0.355
C 1.949 -0.903 0.087
O 3.030 -0.964 0.623
C 1.202 0.398 -0.179
C 0.205 0.647 0.945
S -1.335 1.454 0.386
S -2.051 0.074 -0.947
H 0.373 -1.917 -0.787
H 1.446 -2.881 0.133
H 1.942 1.185 -0.241
H 0.722 0.281 -1.152
H 0.650 1.297 1.688
H -0.107 -0.287 1.409
H -2.657 -0.791 -0.112
*
```

Results of the natural (NBO) charge analysis, in e, for atoms 1 through 5:
1. N -0.840
2. C 0.681
3. O -0.594
4. C -0.521
5. C -0.523

---

Record 2
# CH4ClOP

A structure of composition CH4ClOP (ωB97M-V with the def2-TZVPD basis set, the OMol25 dataset).

Properties
LUMO (eV): 0.417
Highest occupied orbital energy (eV): -8.3
HOMO-LUMO gap (Ha): 0.3222
Largest force on an atom (eV/Å): 3.45
ΔE to the lowest compared entry with this formula, charge and spin (kJ/mol): 269.2
Calculated total energy (eV): -24959.101

```
! RIJCOSX wB97M-V def2-TZVPD def2/J DEFGRID3
* xyz 0 1
C -0.560 -0.537 -0.377
O -0.178 -0.073 -1.591
P 0.371 1.008 1.251
Cl 2.210 0.647 0.468
H -0.209 -1.525 -0.144
H -1.595 -0.334 -0.096
H -0.568 0.799 -1.743
H 0.528 0.013 2.232
*
```

Results of the natural (NBO) charge analysis, in e, for atoms 1 through 5:
1. C -0.094
2. O -0.683
3. P 0.308
4. Cl -0.315
5. H 0.189

---

Record 3
# C5H15N3

A cluster of 2 separate species, C5H15N3 in total (ωB97M-V with the def2-TZVPD basis set, the OMol25 dataset).

Properties
LUMO (eV): 0.866
Highest occupied orbital energy (eV): -8.0
HOMO-LUMO gap (Ha): 0.3274
Largest force on an atom (eV/Å): 2.66
ΔE to the lowest compared entry with this formula, charge and spin (kJ/mol): 132.1
SMILES: CC(C)=CN.NCN
Calculated total energy (eV): -9897.782

```
! RIJCOSX wB97M-V def2-TZVPD def2/J DEFGRID3
* xyz 0 1
C -0.034 -0.251 -2.167
C -0.717 -0.420 -0.832
C -1.230 -1.813 -0.556
C -1.214 0.668 -0.189
N -2.247 0.657 0.744
H 0.126 0.799 -2.406
H 0.941 -0.743 -2.157
H -0.620 -0.702 -2.969
H -0.499 -2.547 -0.895
H -1.419 -1.969 0.507
H -2.164 -2.005 -1.087
H -1.021 1.655 -0.592
H -2.387 -0.227 1.212
H -2.240 1.435 1.386
N 1.995 1.866 0.814
C 1.494 0.749 1.586
N 1.744 -0.521 0.954
H 1.580 1.837 -0.112
H 3.001 1.778 0.695
H 1.960 0.775 2.578
H 0.374 0.914 1.628
H 1.651 -1.276 1.625
H 0.928 -0.660 0.234
*
```

Results of the natural (NBO) charge analysis, in e, for atoms 1 through 5:
1. C -0.620
2. C -0.139
3. C -0.645
4. C 0.006
5. N -0.811

---

Record 4
# C4H11NO3

A structure of composition C4H11NO3 (ωB97M-V with the def2-TZVPD basis set, the OMol25 dataset).

Properties
LUMO (eV): 0.798
Highest occupied orbital energy (eV): -8.1
HOMO-LUMO gap (Ha): 0.3285
Largest force on an atom (eV/Å): 5.24
ΔE to the lowest compared entry with this formula, charge and spin (kJ/mol): 408.4
Calculated total energy (eV): -11955.877

```
! RIJCOSX wB97M-V def2-TZVPD def2/J DEFGRID3
* xyz 0 1
C 0.811 0.626 -1.423
O 0.179 0.587 -2.701
O 1.901 -0.241 -1.352
H 0.510 -0.155 -3.228
H 1.705 -0.879 -0.636
H 1.176 1.644 -1.248
H -0.360 0.269 -0.858
C -1.640 -1.531 0.058
C -0.026 1.451 1.620
C -0.008 0.078 1.035
O -1.212 -0.158 0.219
N 0.764 -0.899 1.308
H 1.529 -0.596 1.913
H -0.800 -2.170 -0.216
H -2.356 -1.530 -0.764
H -2.110 -1.883 0.974
H 0.961 1.900 1.488
H -0.266 1.398 2.685
H -0.758 2.089 1.125
*
```

Results of the natural (NBO) charge analysis, in e, for atoms 1 through 5:
1. C 0.093
2. O -0.772
3. O -0.747
4. H 0.474
5. H 0.488